{
  "formula": "C8H12N",
  "method": "the ωB97M-V functional and the def2-TZVPD basis",
  "symbols": ["C", "C", "C", "C", "C", "C", "C", "C", "N", "H", "H", "H", "H", "H", "H", "H", "H", "H", "H", "H", "H"],
  "positions_angstrom": [[-2.278, -0.107, -1.614], [-2.816, -1.234, -1.461], [-1.576, 1.167, -1.561], [1.774, 0.044, 1.887], [2.044, -0.696, 0.622], [0.738, 1.135, 1.367], [0.696, -0.722, -0.134], [0.004, 0.577, 0.252], [-0.889, 1.281, -0.325], [-3.600, -1.514, -0.828], [-2.465, -1.998, -2.042], [-0.894, 1.294, -2.379], [-2.287, 1.930, -1.735], [1.435, -0.588, 2.654], [2.620, 0.463, 2.379], [2.929, -0.339, -0.088], [2.396, -1.776, 0.686], [0.177, 1.363, 2.220], [1.154, 2.061, 0.970], [0.728, -0.811, -1.157], [0.105, -1.530, 0.287]],
  "forces_ev_per_angstrom": [[0.81, 1.33, -0.54], [-0.18, 1.60, 0.59], [0.33, -3.01, 1.21], [-0.08, 1.84, -1.78], [2.56, -2.29, -3.01], [1.80, -0.47, 2.04], [-0.46, 0.68, 2.16], [-0.41, -0.53, -1.84], [0.28, 1.06, 1.28], [-1.20, -0.09, 1.21], [1.06, -2.08, -1.88], [0.52, -0.29, -1.02], [-1.12, 1.10, 0.03], [-1.44, -0.94, 0.79], [0.92, 0.73, -0.17], [-1.99, 0.20, 1.59], [-0.58, 1.15, 0.59], [-1.42, 0.87, 0.92], [0.53, -0.02, 0.35], [0.32, -0.53, -2.49], [-0.26, -0.31, -0.02]],
  "mulliken_charge": [0.5232, -0.4679, -0.6380, -0.7074, -0.6945, -0.5834, -0.6226, 0.4777, -0.5413, 0.3037, 0.3175, 0.3902, 0.3937, 0.3388, 0.3769, 0.2711, 0.3559, 0.3734, 0.3021, 0.5407, 0.2901],
  "orbital_gap_ha": [0.253, 0.253],
  "total_charge": 1,
  "e_homo_ha": [-0.4917, -0.4917],
  "relative_energy_ev": 2.715
}

{
  "formula": "C10H8F4O",
  "method": "the ωB97M-V functional and the def2-TZVPD basis",
  "symbols": ["C", "O", "C", "F", "C", "C", "C", "C", "C", "C", "C", "C", "F", "F", "F", "H", "H", "H", "H", "H", "H", "H", "H"],
  "positions_angstrom": [[4.079, 0.765, -0.722], [2.697, 0.577, -0.978], [1.767, 0.467, -0.114], [2.074, 0.751, 1.183], [0.295, -0.588, -0.364], [-0.914, -0.290, 0.222], [-1.923, -1.232, 0.224], [-3.096, -0.976, 0.931], [-3.301, 0.150, 1.689], [-2.320, 1.103, 1.681], [-1.172, 0.952, 0.930], [0.359, -1.044, -1.793], [-0.455, -2.162, -2.105], [0.068, -0.004, -2.635], [1.577, -1.510, -2.165], [4.481, 0.781, -1.704], [4.337, 0.105, 0.047], [4.137, 1.830, -0.376], [-1.684, -2.121, -0.343], [-3.888, -1.713, 0.950], [-4.307, 0.359, 2.165], [-2.456, 2.101, 2.181], [-0.356, 1.699, 1.097]],
  "forces_ev_per_angstrom": [[-1.14, 3.28, 0.47], [-1.89, -0.35, -0.28], [-4.49, -3.40, 0.77], [-0.11, -0.10, -1.87], [7.12, 2.01, -1.29], [-1.82, 3.00, 2.52], [-0.34, 0.06, 0.05], [-0.40, -1.27, -0.15], [-1.84, 0.41, 0.23], [0.57, 2.34, 0.16], [1.35, -0.98, 0.39], [0.18, -0.99, -0.58], [0.54, 2.23, 0.57], [-0.17, -1.07, -0.08], [-0.15, 0.52, 0.15], [0.97, -0.82, -0.43], [1.20, -1.10, 0.62], [0.43, -0.90, 0.09], [-0.76, -0.27, 0.34], [0.04, -0.19, -0.25], [1.46, -0.48, -0.45], [0.07, -1.25, -0.30], [-0.81, -0.66, -0.71]],
  "mulliken_charge": [-0.7048, -0.2194, 0.3552, -0.2143, -0.3573, 0.8396, -0.6370, -0.3320, -0.5497, -0.2669, -0.5315, 1.0006, -0.2939, -0.2712, -0.2841, 0.2574, 0.3396, 0.3101, 0.4794, 0.3387, 0.2859, 0.2854, 0.1705],
  "orbital_gap_ha": [0.260, 0.260],
  "total_charge": 0,
  "e_homo_ha": [-0.2738, -0.2738]
}

{
  "formula": "C17H24N2O5",
  "method": "the ωB97M-V functional and the def2-TZVPD basis",
  "symbols": ["C", "C", "H", "H", "O", "C", "O", "C", "N", "C", "O", "C", "N", "C", "O", "C", "C", "C", "C", "C", "C", "H", "H", "O", "C", "C", "C", "H", "H", "H", "C", "H", "H", "H", "H", "H", "H", "H", "H", "H", "H", "H", "H", "H", "H", "H", "H", "H"],
  "positions_angstrom": [[-7.381, 0.632, -1.832], [-7.512, -0.616, -1.068], [-8.022, -0.253, -0.162], [-8.179, -1.399, -1.632], [-6.389, -1.395, -0.889], [-5.908, -0.957, 0.467], [-6.459, -0.335, 1.440], [-4.485, -1.480, 0.428], [-3.574, -0.456, 0.851], [-3.520, 0.692, 0.379], [-4.415, 1.272, -0.446], [-2.578, 1.774, 0.834], [-1.124, 1.100, 0.403], [-0.451, 0.355, 1.143], [-0.970, -0.402, 1.892], [0.814, -0.035, 0.702], [1.702, 0.795, -0.005], [2.894, 0.598, -0.443], [3.551, -0.527, -0.438], [2.634, -1.550, 0.394], [1.366, -1.288, 0.659], [0.697, -1.927, 1.417], [3.067, -2.474, 0.452], [4.580, -1.030, -0.640], [5.604, -0.050, -1.634], [6.729, 0.302, -0.384], [7.343, -1.096, 0.289], [6.637, -1.355, 0.786], [7.999, -0.605, 1.115], [7.858, -1.573, -0.381], [6.035, 1.306, 0.627], [6.757, 1.505, 1.249], [5.288, 0.709, 1.262], [5.557, 1.947, 0.195], [7.356, 0.784, -0.939], [6.156, -0.636, -2.103], [5.165, 0.627, -2.083], [3.504, 1.452, -0.732], [1.293, 2.016, -0.150], [-0.917, 1.794, -0.253], [-2.429, 1.575, 2.189], [-2.812, 2.762, 0.821], [-2.877, -0.735, 1.641], [-4.549, -2.407, 1.353], [-4.296, -1.893, -0.481], [-6.591, 1.235, -1.411], [-6.905, 0.246, -2.826], [-8.242, 0.996, -2.055]],
  "forces_ev_per_angstrom": [[7.70, -3.73, -2.34], [-4.90, -1.80, -1.39], [0.27, -1.23, 0.31], [0.35, 1.84, 0.95], [1.22, 2.46, 5.21], [-0.74, 0.99, 1.27], [2.19, -3.27, -5.58], [-1.83, -1.10, 6.06], [2.19, -5.73, 3.95], [-4.51, 9.75, -4.62], [2.79, -3.41, 2.34], [3.94, -8.38, 6.45], [-7.47, 8.12, -2.72], [2.24, -3.36, -0.31], [-2.69, -2.51, 4.99], [5.56, 2.63, -4.23], [-8.23, 6.11, 2.51], [5.29, 4.14, -3.28], [-11.67, -4.16, 6.89], [2.18, 2.62, -3.60], [-3.37, -2.63, 5.55], [1.67, 0.23, -2.09], [0.88, -2.41, 0.48], [11.65, -1.27, -6.01], [1.74, -3.41, 13.55], [-6.26, -3.14, 1.49], [5.16, 11.42, -1.14], [-8.50, -4.77, 5.31], [-0.34, -1.06, -1.52], [2.53, -3.34, -3.35], [1.43, -11.73, 1.98], [3.74, 2.27, 3.50], [0.86, 0.69, -0.89], [-4.80, 7.74, -4.70], [4.60, 2.97, -2.86], [3.77, -5.81, -4.81], [-4.73, 6.53, -3.91], [-0.42, 0.43, -0.50], [1.30, -3.48, 0.52], [2.15, 0.21, -1.21], [-0.70, 0.63, -3.88], [-0.19, 2.69, -1.44], [-1.05, 1.00, -2.01], [0.62, 2.70, -2.87], [0.77, -1.13, -2.46], [-0.27, 0.74, 0.31], [-0.74, 1.12, 1.13], [-5.38, 2.83, -1.04]],
  "mulliken_charge": [-1.1609, -0.1384, 0.3103, 0.2594, -0.3243, 0.4954, -0.6061, -0.5221, 0.0372, 0.7172, -0.6879, -1.0251, -0.2423, 0.4679, -0.7458, 0.8529, -0.8201, 0.3688, 0.6751, -1.0823, -0.5580, 0.1568, 0.5024, -0.3588, -1.3070, 0.0375, -1.5794, 0.5879, 0.3204, 0.4892, -1.7155, 0.5480, 0.3008, 0.5825, 0.8040, 0.5257, 0.7167, 0.2144, -0.0363, 0.2586, 0.2237, 0.4944, 0.3136, 0.2907, 0.3631, 0.2413, 0.2023, 0.5523],
  "orbital_gap_ha": 0.309,
  "total_charge": 0,
  "e_homo_ha": -0.2938,
  "relative_energy_ev": 17.950
}